(1)
The following is a DFT calculation (ωB97M-V/def2-TZVPD) of 2 unconnected molecules or ions with the total composition C2H5IN2.

Calculated values
ΔE to the lowest compared entry with this formula, charge and spin   360.5 kJ/mol
Molar mass   183.98 u
HOMO-LUMO gap (alpha / beta)   9.301 / 9.301 eV
Highest occupied orbital energy (alpha / beta)   -8.54 / -8.54 eV

Cartesian coordinates (Å):
C -1.80 -0.02 -0.06
C -0.93 1.20 -0.13
N -0.33 0.07 -0.06
N 0.76 -0.51 0.14
I 4.27 -0.60 -0.10
H -2.33 -0.17 0.98
H -2.45 -0.38 -0.98
H -0.84 2.17 0.07
H 0.83 -1.48 -0.37
H 2.82 -0.27 0.50

(2)
The following is a DFT calculation (ωB97M-V/def2-TZVPD) of a single C2H5IN2 molecule.

Calculated values
ΔE to the lowest compared entry with this formula, charge and spin   274.1 kJ/mol
Molar mass   183.98 u
HOMO-LUMO gap (alpha / beta)   7.877 / 8.032 eV
Highest occupied orbital energy (alpha / beta)   -7.47 / -7.66 eV

Cartesian coordinates (Å):
C 0.50 1.42 -0.19
C -0.35 0.23 -0.35
N -0.70 -2.09 0.11
N 0.12 -1.13 -0.06
I -2.46 0.34 -0.02
H 0.06 1.76 0.69
H 1.54 1.49 0.00
H 0.46 2.15 -0.98
H 0.94 -1.42 0.21
H -0.12 -2.74 0.61

(3)
The following is a DFT calculation (ωB97M-V/def2-TZVPD) of 2 unconnected molecules or ions with the total composition C2H5IN2.

Calculated values
ΔE to the lowest compared entry with this formula, charge and spin   160.7 kJ/mol
Molar mass   183.98 u
HOMO-LUMO gap   9.926 eV
Highest occupied orbital energy   -9.58 eV
Structure (SMILES)   [H]/N=C\I.C=N

Cartesian coordinates (Å):
C -1.18 0.11 -1.77
C 0.62 0.32 1.57
N -0.12 -0.37 -2.30
N 0.46 -0.88 1.66
I 1.95 1.71 2.34
H -2.24 0.27 -1.98
H -0.90 0.37 -0.73
H -0.25 0.73 0.97
H 0.42 -0.72 -1.59
H 1.24 -1.54 1.82

(4)
The following is a DFT calculation (ωB97M-V/def2-TZVPD) of a molecular structure, C2H5IN2O2S.

Calculated values
ΔE to the lowest compared entry with this formula, charge and spin   521.6 kJ/mol
Molar mass   248.05 u
HOMO-LUMO gap (alpha / beta)   6.525 / 6.524 eV
Highest occupied orbital energy (alpha / beta)   -9.35 / -9.35 eV

Cartesian coordinates (Å):
C 1.53 -1.75 0.55
C 0.71 -0.94 1.11
N -1.72 1.82 -1.74
N -0.86 0.20 -0.28
O 1.42 0.96 -0.46
O 0.29 1.52 1.69
S 0.46 0.65 0.56
I -2.54 -0.17 0.56
H 1.70 -2.85 0.88
H 2.08 -1.32 -0.38
H -0.14 -1.16 1.84
H -0.76 2.00 -2.18
H -2.18 1.05 -2.16

(5)
The following is a DFT calculation (ωB97M-V/def2-TZVPD) of 2 unconnected molecules or ions with the total composition C2H5IN2S.

Calculated values
ΔE to the lowest compared entry with this formula, charge and spin   242.0 kJ/mol
Molar mass   216.05 u
HOMO-LUMO gap   8.194 eV
Highest occupied orbital energy   -8.65 eV
Structure (SMILES)   C=C1NN1.SI

Cartesian coordinates (Å):
C 0.33 0.58 0.32
C 0.55 -0.11 1.36
N 0.24 0.74 -1.07
N 0.07 1.85 -0.15
S -1.75 -1.75 -1.24
I 0.05 -3.20 -0.70
H 0.44 0.35 2.37
H 0.99 -1.00 1.34
H -1.27 -0.57 -0.59
H 1.11 0.72 -1.59
H -0.77 2.38 -0.05

(6)
The following is a DFT calculation (ωB97M-V/def2-TZVPD) of 2 unconnected molecules or ions with the total composition C2H5IOS.

Calculated values
ΔE to the lowest compared entry with this formula, charge and spin   354.8 kJ/mol
Molar mass   204.03 u
HOMO-LUMO gap (alpha / beta)   6.673 / 6.683 eV
Highest occupied orbital energy (alpha / beta)   -9.19 / -9.20 eV

Cartesian coordinates (Å):
C -1.26 -1.91 -0.02
C -0.09 -1.25 -0.90
O 1.00 -0.73 -0.26
S 2.43 -2.68 0.28
I 1.24 -4.14 -1.12
H -1.62 -1.23 0.69
H -2.03 -2.08 -0.84
H -0.88 -2.79 0.54
H -0.51 -0.48 -1.36
H 0.24 -2.04 -1.61

(7)
The following is a DFT calculation (ωB97M-V/def2-TZVPD) of a single C2H5IOS molecule.

Calculated values
ΔE to the lowest compared entry with this formula, charge and spin   0.0 kJ/mol
Molar mass   204.03 u
HOMO-LUMO gap (alpha / beta)   6.824 / 6.343 eV
Highest occupied orbital energy (alpha / beta)   -7.83 / -9.25 eV
2S+1   3

Cartesian coordinates (Å):
C 0.88 -0.19 -0.66
C 0.44 -0.03 0.77
O -0.41 0.97 1.06
S -1.87 1.21 -0.39
I -3.31 -0.62 -0.09
H 1.29 0.75 -0.85
H 1.53 -1.02 -0.83
H -0.02 -0.08 -1.40
H 1.38 0.11 1.31
H 0.09 -1.07 1.09

(8)
The following is a DFT calculation (ωB97M-V/def2-TZVPD) of a molecular structure, C2H5MgO3.

Calculated values
ΔE to the lowest compared entry with this formula, charge and spin   184.6 kJ/mol
Molar mass   101.36 u
Net charge   +1
HOMO-LUMO gap (alpha / beta)   7.731 / 7.732 eV
Highest occupied orbital energy (alpha / beta)   -13.77 / -13.78 eV

Cartesian coordinates (Å):
H -0.99 1.40 -0.28
O -0.86 0.49 1.48
O -2.20 0.09 1.14
C -0.31 1.35 0.58
H 0.08 2.22 1.11
Mg -1.32 -1.49 0.48
O 0.19 -1.72 -0.73
C 1.18 -0.98 -1.07
H 1.51 -1.06 -2.12
H 0.68 0.70 -0.22
H 2.04 -1.00 -0.38

(9)
The following is a DFT calculation (ωB97M-V/def2-TZVPD) of 2 unconnected molecules or ions with the total composition C2H5N.

Calculated values
ΔE to the lowest compared entry with this formula, charge and spin   376.9 kJ/mol
Molar mass   43.07 u
Net charge   +1
HOMO-LUMO gap (alpha / beta)   9.074 / 8.097 eV
Highest occupied orbital energy (alpha / beta)   -16.11 / -16.11 eV
2S+1   2

Cartesian coordinates (Å):
C -1.13 -0.29 0.19
C 0.05 -0.16 -0.48
N 1.21 0.36 0.16
H -1.49 0.57 0.75
H -1.84 -1.09 -0.04
H -1.29 -0.34 -1.71
H 1.58 -0.36 0.79
H 0.98 1.13 0.79

(10)
The following is a DFT calculation (ωB97M-V/def2-TZVPD) of a molecular structure, C2H5N2.

Calculated values
ΔE to the lowest compared entry with this formula, charge and spin   372.7 kJ/mol
Molar mass   57.08 u
Net charge   +1
HOMO-LUMO gap (alpha / beta)   8.082 / 8.038 eV
Highest occupied orbital energy (alpha / beta)   -15.13 / -15.10 eV

Cartesian coordinates (Å):
C -0.18 -0.02 0.44
C -1.18 0.57 -0.24
N 2.53 -0.04 -0.20
N 1.62 0.61 0.14
H 0.09 0.14 1.53
H -0.06 -1.12 0.10
H -1.41 0.28 -1.30
H -1.57 1.55 0.13
H 2.97 -0.86 -0.51

(11)
The following is a DFT calculation (ωB97M-V/def2-TZVPD) of 2 unconnected molecules or ions with the total composition C2H5N2.

Calculated values
ΔE to the lowest compared entry with this formula, charge and spin   349.1 kJ/mol
Molar mass   57.08 u
Net charge   +1
HOMO-LUMO gap   6.977 eV
Highest occupied orbital energy   -14.58 eV

Cartesian coordinates (Å):
C -1.55 0.19 0.48
C -0.73 -0.06 -0.51
N 2.50 -0.08 0.14
N 1.68 -0.83 0.27
H -2.42 0.74 0.16
H 0.02 -0.96 -0.50
H -1.48 -0.21 1.58
H -0.75 0.40 -1.41
H 2.72 0.82 -0.21

(12)
The following is a DFT calculation (ωB97M-V/def2-TZVPD) of a gas-phase ion, C2H5N2O (charge +1).

Calculated values
ΔE to the lowest compared entry with this formula, charge and spin   321.3 kJ/mol
Molar mass   73.07 u
Net charge   +1
HOMO-LUMO gap   9.613 eV
Highest occupied orbital energy   -15.36 eV
Structure (SMILES)   C[N+](N)=C=O

Cartesian coordinates (Å):
C -0.04 -1.26 -0.81
C -0.43 -0.05 1.12
N 0.24 -0.13 -0.33
N 0.56 1.09 -0.90
O -0.41 -2.33 -0.90
H 0.39 -0.25 1.86
H -0.74 0.99 1.07
H -1.21 -0.84 1.26
H 1.27 1.63 -0.46
H 0.36 1.15 -1.90

So what do the calculations give for total energy? Going down the list: -486.2198, -486.2527, -486.2959, -1034.8317, -884.4591, -850.1810, -850.1729, -504.5898, -133.4240, -188.2735, -188.2825, -263.5919 a.u..